[1]
Here is C4H13NO3 as an isolated structure from the Open Molecules 2025 dataset. Energies are from ωB97M-V/def2-TZVPD.

Results
Calculated total energy (eV): -11983.6660
E_HOMO (eV): -8.22
Max |F| (eV/A): 1.24

The geometry in XYZ format:
```
21
Properties=species:S:1:pos:R:3:forces:R:3:lowdin_charge:R:1
C 0.24224 -0.87894 -1.51848 -0.9 -0.7 -0.3 -0.100
C 0.86281 0.51649 -1.36783 -0.3 -0.6 0.1 -0.324
C -2.97240 -0.19393 0.90530 0.1 -0.1 0.9 0.302
C -2.32312 0.74172 0.05216 0.2 0.7 -0.9 -0.317
O -2.24127 0.60333 -1.15631 -0.5 -0.2 -0.1 0.073
N 2.25295 0.42193 -0.99616 0.3 0.4 0.4 0.019
H -0.14022 -1.11424 -2.51862 0.5 0.2 -0.1 0.069
H -0.66064 -0.95365 -0.92538 0.0 -0.1 0.3 0.024
H 0.86034 -1.71123 -1.17712 0.4 0.4 0.0 0.071
H 0.31394 0.97711 -0.55095 -0.1 0.4 0.1 0.062
H -2.84108 -0.05743 1.96551 0.0 0.0 0.3 0.081
H -3.69237 -0.93103 0.57715 0.2 -0.1 -0.4 0.099
H -1.95496 1.66476 0.50640 0.3 0.0 0.5 0.126
H 2.83945 1.19484 -1.28347 -0.2 0.1 -0.2 0.068
H 0.67908 1.09852 -2.26096 0.2 0.2 -0.3 0.104
H 2.54871 -1.51341 2.01830 0.1 0.1 0.4 -0.010
H 2.24310 0.39214 0.02235 0.7 -0.5 -0.2 0.038
O 1.91952 -1.23133 1.35626 -0.5 0.3 -0.5 -0.196
H 1.10100 -0.33869 1.65890 0.2 -0.5 0.3 -0.058
H 0.60836 0.82176 2.78199 -0.1 0.0 -0.1 0.015
O 0.35455 0.49128 1.91094 -0.5 0.0 -0.1 -0.146
```
Forces are in eV/Å.

=====

[2]
Here is a 2-piece molecular cluster, C4H13NO4S overall from the Open Molecules 2025 dataset. Energies are from ωB97M-V/def2-TZVPD.

Results
Calculated total energy (eV): -24871.5210
E_HOMO (eV): -9.41
Max |F| (eV/A): 1.06

The geometry in XYZ format:
```
23
Properties=species:S:1:pos:R:3:forces:R:3:lowdin_charge:R:1
C -0.11024 2.95256 2.05802 -0.2 -0.3 -0.1 -0.087
C -0.07669 2.23903 0.71588 0.8 -0.1 0.6 -0.265
N 1.10511 2.65579 -0.03796 -0.4 0.9 0.0 -0.098
O 2.22737 1.89281 0.37566 -0.2 -0.5 -0.3 -0.352
S 2.63456 0.62676 -0.63034 -0.3 0.2 -0.7 0.898
O 3.19925 -0.33832 0.25879 0.6 -0.4 0.6 -0.393
O 1.18521 0.04400 -1.06962 -0.1 0.4 0.4 -0.300
H -1.09082 2.82940 2.50863 -0.1 0.1 0.2 0.070
H 0.12218 4.00275 1.94919 0.0 0.3 0.0 0.072
H 0.61849 2.49657 2.71607 0.2 0.0 0.2 0.072
H 0.03099 1.18124 0.94258 -0.5 -0.3 -0.2 0.094
H -0.97714 2.42030 0.14542 -0.1 0.1 -0.4 0.117
H 0.97012 2.59663 -1.04049 0.2 -0.3 0.0 0.099
H 0.75326 -0.37502 -0.29447 0.2 -0.2 -0.2 0.042
C -1.82172 -3.31849 -1.36200 0.0 0.0 0.2 -0.084
C -0.91902 -2.17806 -0.93341 0.0 -0.3 -0.2 -0.336
O -0.30350 -2.41365 0.33314 0.0 0.2 0.0 -0.083
H -2.60105 -3.48630 -0.61843 0.0 0.0 0.0 0.077
H -2.29243 -3.10596 -2.32231 0.0 0.0 0.0 0.076
H -1.25245 -4.24610 -1.45380 0.0 0.0 -0.1 0.075
H -1.49690 -1.26012 -0.82509 0.0 0.0 0.0 0.114
H -0.13764 -2.00461 -1.67824 -0.1 0.0 -0.1 0.101
H 0.23306 -3.21123 0.26277 0.0 0.1 0.0 0.092
```
Forces are in eV/Å.

=====

[3]
Here is a 4-piece molecular cluster, C4H13NO6 overall from the Open Molecules 2025 dataset. Energies are from ωB97M-V/def2-TZVPD.

Results
Calculated total energy (eV): -18135.2293
SMILES: C[C@@H](NC=O)C(=O)O.O.O.O
E_HOMO (eV): -9.88
Max |F| (eV/A): 0.78

The geometry in XYZ format:
```
24
Properties=species:S:1:pos:R:3:forces:R:3:lowdin_charge:R:1
C 1.19990 2.29167 -0.06036 -0.8 0.0 -0.2 -0.367
N 0.96926 1.34013 -1.01438 0.3 -0.1 -0.2 0.069
C -1.51640 1.24066 -0.95712 -0.2 0.0 -0.4 -0.022
C -0.18990 0.47569 -1.03649 0.0 0.3 0.7 -0.255
C -0.14228 -0.56296 0.07762 0.0 -0.3 0.1 -0.426
O -1.19016 -1.38641 0.01699 -0.2 0.0 -0.1 0.086
O 0.72422 -0.69275 0.91599 -0.1 0.1 -0.1 0.088
O 0.41944 2.52994 0.83550 0.1 0.0 0.1 0.025
H 2.09736 2.88789 -0.23757 0.2 -0.1 0.0 0.131
H 1.73622 1.07904 -1.61213 0.0 0.1 0.1 0.142
H -1.67658 1.65091 0.03375 0.0 0.0 0.0 0.083
H -2.33868 0.58698 -1.24426 0.0 -0.1 0.1 0.073
H -1.51521 2.05630 -1.67993 0.2 0.0 0.1 0.095
H -0.17092 -0.08950 -1.96314 0.0 -0.1 -0.2 0.155
H -1.15544 -2.07344 0.73296 0.2 0.1 0.0 0.099
H 0.15052 -2.19576 2.09061 0.1 -0.1 0.1 0.038
H -0.02336 -3.73156 1.99035 0.0 0.0 0.0 0.070
O -0.50979 -2.91015 2.11830 -0.1 0.0 0.0 -0.034
H 2.31727 0.27860 1.32747 0.0 0.2 -0.1 0.003
H 2.77689 1.41738 2.23433 0.0 0.0 -0.1 0.051
O 2.95748 1.00519 1.38327 0.3 -0.3 0.2 -0.066
H -3.13829 -2.42424 -2.43614 0.0 0.0 -0.1 0.036
H -2.01522 -1.75019 -1.64168 -0.2 -0.1 -0.4 -0.006
O -2.37698 -1.84661 -2.54319 0.2 0.0 0.4 -0.068
```
Forces are in eV/Å.

=====

[4]
Here is an isolated ion of composition C4H13NOP and charge +1 from the Open Molecules 2025 dataset. Energies are from ωB97M-V/def2-TZVPD.

Results
Net charge: +1
Calculated total energy (eV): -17176.9407
SMILES: C[NH2+]C[C@H](C)PO
E_HOMO (eV): -13.34
Max |F| (eV/A): 4.67

The geometry in XYZ format:
```
20
Properties=species:S:1:pos:R:3:forces:R:3:lowdin_charge:R:1
C 0.58996 1.94385 -0.37076 1.9 -0.2 3.0 -0.151
C -0.81117 -1.83096 1.74649 1.4 -1.9 -0.2 -0.029
C 0.59795 -0.62949 0.11495 2.4 2.7 0.7 -0.163
C 0.60765 0.60696 -0.92646 -1.2 -3.1 -1.1 -0.479
N -0.64914 -0.61201 0.92431 -0.3 3.0 3.6 -0.090
O -0.97432 1.50302 -3.01159 -1.5 0.2 0.4 -0.312
P -1.09719 0.38244 -1.87068 0.9 1.3 1.2 0.894
H 0.12613 2.06637 0.60643 -0.1 -0.4 0.4 0.086
H 0.01617 2.54490 -0.93753 -1.4 2.5 -2.3 0.027
H 1.59783 2.29274 -0.25559 0.4 0.7 0.0 0.094
H 0.03827 -1.91916 2.44898 0.0 0.4 -0.6 0.106
H -1.63808 -1.78884 2.45718 -0.6 -0.2 -0.9 0.109
H -0.65860 -2.71576 1.04597 -1.1 0.9 1.2 0.132
H 1.49656 -0.57778 0.96869 -2.1 -0.6 -2.7 0.204
H 0.51788 -1.48624 -0.52587 0.6 -0.9 0.3 0.095
H 1.39192 0.49472 -1.77304 -1.0 -0.2 1.8 0.149
H -1.46748 -0.30178 0.36587 0.1 -0.6 0.0 0.096
H -0.60660 0.16821 1.73916 0.1 -1.6 -2.7 0.234
H -0.22320 1.67456 -3.55160 1.1 -0.1 -0.6 0.065
H -0.53737 -0.73488 -2.35155 0.3 -1.8 -1.4 -0.067
```
Forces are in eV/Å.

=====

[5]
Here is a 2-piece molecular cluster, C4H13NOS overall from the Open Molecules 2025 dataset. Energies are from ωB97M-V/def2-TZVPD.

Results
Spin multiplicity: 2
Net charge: -1
Calculated total energy (eV): -18730.2919
E_HOMO (spin up / spin down) (eV): 0.71 / -5.65
Max |F| (eV/A): 1.35

The geometry in XYZ format:
```
20
Properties=species:S:1:pos:R:3:forces:R:3:lowdin_charge:R:1
C -0.68848 1.17740 -0.70670 0.0 0.3 0.1 -0.354
C -2.11669 0.76863 -1.08701 0.1 -0.1 0.6 -0.555
S -3.08379 -0.12433 0.19306 -0.3 0.3 -0.2 0.611
C -0.08534 0.72268 0.60793 0.3 0.3 -0.4 -0.331
N -0.01072 -0.73551 0.71310 0.3 0.1 -0.3 -0.160
C 0.97729 -1.14893 1.70141 -0.6 0.3 1.1 -0.186
H -0.60296 2.26572 -0.74833 -0.1 0.1 0.2 0.087
H -0.00946 0.85052 -1.47956 0.3 -0.3 -0.5 0.027
H -2.69742 1.67734 -1.27144 -0.1 -0.3 -0.3 0.050
H -2.07039 0.11928 -1.95564 -0.2 0.2 -0.2 0.042
H -2.12813 -1.02300 0.46991 0.1 0.0 0.1 -0.166
H -0.63573 1.18623 1.42721 0.0 -0.4 0.3 0.100
H 0.93088 1.15603 0.60499 0.0 0.0 0.2 0.082
H 0.34594 -1.05443 -0.18687 -0.1 -0.1 -0.1 0.060
H 2.01064 -1.09393 1.37483 0.2 -0.1 -0.3 0.039
H 0.87744 -0.48824 2.57741 0.1 0.0 -0.2 0.073
H 0.72559 -2.13448 2.09642 0.2 -0.2 -0.3 0.063
H 3.21366 -1.08837 -1.95368 0.0 0.0 -0.1 -0.045
H 2.25443 -0.11931 -1.28454 0.1 0.1 -0.1 -0.066
O 2.79324 -0.91330 -1.09251 -0.1 -0.1 0.2 -0.373
```
Forces are in eV/Å.

=====

[6]
Here is a 2-piece molecular cluster, C4H13NOS overall from the Open Molecules 2025 dataset. Energies are from ωB97M-V/def2-TZVPD.

Results
Calculated total energy (eV): -18730.6043
SMILES: CCNCCS.O
E_HOMO (eV): -8.66
Max |F| (eV/A): 1.93

The geometry in XYZ format:
```
20
Properties=species:S:1:pos:R:3:forces:R:3:lowdin_charge:R:1
C -1.72452 -1.07614 -0.88766 -0.2 1.4 -1.1 -0.299
N -0.87021 0.11470 -0.98512 0.8 -0.2 1.3 -0.109
C -1.22186 1.26407 -0.10335 -0.6 -1.6 -0.9 -0.311
C -1.15286 0.97671 1.41279 0.1 0.7 -1.7 -0.546
S 0.58607 1.20160 1.93463 -0.7 -0.2 0.7 0.689
C -1.12027 -2.15422 -1.80272 -0.6 -0.3 0.9 -0.082
H -2.67237 -0.70261 -1.30355 -0.1 -0.4 0.0 0.108
H -1.99513 -1.39955 0.12432 0.5 -0.3 0.0 0.092
H 0.07258 -0.17666 -0.72446 0.1 0.1 -0.3 0.090
H -0.54644 2.02225 -0.49337 -0.5 0.7 0.5 0.097
H -2.29281 1.36172 -0.32355 0.2 1.0 -0.2 0.109
H -1.61852 -0.00129 1.42710 0.5 -0.5 1.0 0.047
H -1.82429 1.65613 1.93022 0.2 0.2 0.2 0.068
H 0.26131 1.79655 3.10306 0.3 -0.2 -0.2 -0.151
H -1.07303 -3.07197 -1.21522 0.0 -0.3 -0.4 0.066
H -0.11275 -1.92966 -2.14696 0.0 0.3 0.1 0.067
H -1.76142 -2.26778 -2.67347 0.1 -0.3 -0.1 0.066
H 4.60100 -0.47102 -1.41147 -0.4 0.2 0.6 0.035
H 4.24749 -1.72931 -2.03093 -0.5 -0.3 0.3 0.036
O 3.96072 -1.18657 -1.27787 0.9 0.1 -0.9 -0.071
```
Forces are in eV/Å.